Entry 1:
The following is a DFT calculation (ωB97M-V/def2-TZVPD) of 2 unconnected molecules or ions with the total composition H2IO2PS in a non-equilibrium geometry.

Element x y z (Å)
O -0.454 -0.899 0.794
O 0.112 -0.403 -1.451
P 0.359 0.221 -0.003
S -1.936 2.400 0.633
I 2.649 -0.534 0.173
H -0.164 -0.947 1.752
H -0.566 0.163 -1.899

Computed properties:
DFT total energy = -32350.665 eV
HOMO level (alpha / beta) = -9.20 / -9.36 eV
energy above the lowest of the compared OMol25 structures with the same formula, charge and spin = 357.9 kJ/mol
multiplicity = 1

Need the natural (NBO) charges? In units of e they are: -1.006 -0.996 1.269 -0.106 -0.185 0.512 0.512

Entry 2:
The following is a DFT calculation (ωB97M-V/def2-TZVPD) of 2 unconnected molecules or ions with the total composition C10H13O2 in a non-equilibrium geometry.

Element x y z (Å)
C 0.107 1.316 0.798
C -0.441 2.097 1.760
C -3.299 -0.062 0.122
C 1.196 1.877 -0.116
C 1.026 1.032 -1.416
C -0.033 -0.003 -1.156
C -0.478 0.131 0.249
C 0.200 -1.136 -0.096
C -0.727 -2.322 -0.331
C 1.621 -1.431 0.394
O -3.571 0.476 -0.849
O -3.451 -0.549 1.162
H -1.172 1.647 2.372
H -0.031 3.041 2.238
H 1.155 2.961 -0.379
H 2.133 1.531 0.426
H 0.823 1.656 -2.192
H 2.072 0.584 -1.625
H -0.690 -0.193 -2.035
H -0.389 -3.021 -1.173
H -1.679 -2.035 -0.350
H -0.565 -3.132 0.428
H 2.426 -1.861 -0.267
H 1.680 -2.126 1.220
H 2.086 -0.479 0.815

Computed properties:
DFT total energy = -14673.011 eV
HOMO level = -1.86 eV
charge = -1
energy above the lowest of the compared OMol25 structures with the same formula, charge and spin = 443.3 kJ/mol
multiplicity = 1

Need the natural (NBO) charges? In units of e they are: 0.021 -0.491 1.032 -0.468 -0.407 -0.263 -0.428 -0.063 -0.573 -0.621 -0.570 -0.578 0.182 0.161 0.199 0.194 0.192 0.167 0.179 0.171 0.205 0.178 0.183 0.195 0.202

Entry 3:
The following is a DFT calculation (ωB97M-V/def2-TZVPD) of a molecular structure, C4H11O4Pr in a non-equilibrium geometry.

Element x y z (Å)
O -1.493 -0.535 -1.060
C -0.567 -1.591 -0.952
C 0.805 -1.250 -1.505
O 1.104 0.080 -1.060
C 2.473 0.456 -1.134
Pr -0.810 1.522 -1.147
H -0.927 -2.510 -1.442
H -0.443 -1.746 0.137
H 0.865 -1.303 -2.602
H 1.559 -1.943 -1.106
H 2.540 1.492 -0.787
H 3.073 -0.182 -0.472
H 2.824 0.352 -2.171
O -2.290 1.046 0.780
H -2.360 -0.258 0.452
C -1.252 1.223 2.862
O -1.702 1.936 1.724
H -0.264 0.775 2.682
H -1.157 1.984 3.649
H -1.978 0.452 3.153

Computed properties:
DFT total energy = -26563.480 eV
HOMO level (alpha / beta) = -17.58 / -17.60 eV
charge = +2
multiplicity = 3

Need the Mulliken charges? In units of e they are: -0.754 -0.259 -0.503 -0.343 -0.667 2.006 0.360 0.275 0.341 0.401 0.315 0.287 0.331 -0.489 0.557 -0.532 -0.172 0.268 0.286 0.290

Entry 4:
The following is a DFT calculation (ωB97M-V/def2-TZVPD) of a molecular structure, C5H6O4SZn in a non-equilibrium geometry.

Element x y z (Å)
O -0.483 -1.754 2.900
C -0.156 -1.265 1.925
Zn 0.213 -0.016 -0.183
C 0.089 -1.419 -1.671
C 2.016 0.975 0.064
O -0.110 -2.057 -2.610
O 2.950 1.648 0.101
C -3.368 2.130 1.074
S -2.849 1.063 -0.275
C -3.194 2.131 -1.676
O -1.289 1.199 -0.168
H -4.445 2.315 0.986
H -2.819 3.071 1.018
H -3.155 1.596 2.009
H -2.697 3.091 -1.527
H -2.819 1.623 -2.574
H -4.278 2.277 -1.752

Computed properties:
DFT total energy = -72707.213 eV
HOMO level = -18.22 eV
charge = +2
multiplicity = 1

Need the natural (NBO) charges? In units of e they are: -0.320 0.421 1.521 0.387 0.394 -0.254 -0.250 -0.796 1.234 -0.799 -1.167 0.282 0.268 0.266 0.267 0.264 0.283

Entry 5:
The following is a DFT calculation (ωB97M-V/def2-TZVPD) of a molecular structure, C32H28F10N7OV in a non-equilibrium geometry.

Element x y z (Å)
V -0.384 0.041 0.564
C 0.838 0.244 3.499
N -0.463 0.266 2.823
C -1.251 -0.872 3.323
C -2.393 -1.229 2.401
N -1.865 -1.301 1.048
C -2.708 -1.842 0.097
C -4.088 -1.596 0.000
F -4.690 -0.751 0.861
C -4.887 -2.131 -0.996
F -6.194 -1.839 -1.029
C -4.341 -2.939 -1.972
F -5.105 -3.453 -2.945
C -2.986 -3.216 -1.917
F -2.438 -4.022 -2.834
C -2.211 -2.695 -0.903
F -0.926 -3.068 -0.859
C -1.092 1.590 3.026
C -2.048 1.965 1.906
N -1.344 1.786 0.644
C -1.890 2.378 -0.472
C -3.248 2.676 -0.667
F -4.163 2.349 0.272
C -3.735 3.269 -1.819
F -5.046 3.523 -1.927
C -2.890 3.572 -2.864
F -3.360 4.130 -3.987
C -1.545 3.276 -2.729
F -0.706 3.546 -3.737
C -1.069 2.706 -1.568
F 0.243 2.443 -1.502
H 0.713 0.295 4.589
H 1.431 1.091 3.169
H 1.370 -0.670 3.238
H -1.608 -0.669 4.343
H -0.569 -1.723 3.365
H -3.209 -0.513 2.521
H -2.794 -2.201 2.723
H -0.280 2.318 3.015
H -1.580 1.637 4.009
H -2.340 3.013 2.054
H -2.966 1.377 1.973
O -0.827 -0.165 -1.338
N 0.075 -0.493 -2.201
C -0.293 -0.374 -3.447
C -1.607 0.044 -3.835
N -2.661 0.379 -4.150
C 0.655 -0.720 -4.457
N 1.399 -0.993 -5.290
C 2.159 3.004 0.939
C 3.441 2.191 0.789
C 3.975 1.713 2.147
C 3.449 1.003 -0.164
C 4.517 0.938 -1.044
C 4.732 -0.179 -1.836
C 3.953 -1.300 -1.633
C 2.904 -1.320 -0.714
C 2.194 -2.638 -0.441
C 3.080 -3.849 -0.785
C 1.754 -2.823 1.016
C 2.543 -0.097 -0.099
N 1.281 0.075 0.433
H 2.320 3.793 1.680
H 1.312 2.396 1.244
H 1.884 3.474 -0.003
H 4.190 2.881 0.389
H 3.339 0.931 2.560
H 4.021 2.539 2.862
H 4.976 1.291 2.038
H 5.184 1.790 -1.120
H 5.524 -0.190 -2.573
H 4.172 -2.186 -2.210
H 1.319 -2.686 -1.089
H 4.049 -3.773 -0.285
H 3.259 -3.967 -1.853
H 2.591 -4.762 -0.444
H 2.603 -2.666 1.692
H 1.405 -3.849 1.152
H 0.943 -2.174 1.335

Computed properties:
DFT total energy = -98978.710 eV
HOMO level (alpha / beta) = -4.95 / -5.04 eV
charge = -1
energy above the lowest of the compared OMol25 structures with the same formula, charge and spin = 51.8 kJ/mol
multiplicity = 2

Need the Mulliken charges? In units of e they are: 0.434 -1.209 1.201 -1.445 -0.724 0.389 0.037 0.345 -0.402 0.244 -0.333 0.762 -0.339 0.132 -0.387 -0.190 -0.223 -1.511 -0.670 0.718 0.244 0.084 -0.413 0.286 -0.346 0.766 -0.344 0.121 -0.382 -0.104 -0.375 0.488 0.144 0.214 0.314 0.481 0.318 0.579 0.431 0.300 0.676 0.270 0.088 -0.360 0.998 0.017 -0.708 -0.236 -0.618 -1.855 0.772 -1.575 0.176 -0.838 -1.468 -0.729 0.049 1.957 -2.002 -1.564 0.424 0.460 0.542 0.281 0.235 0.496 0.189 0.430 0.381 0.382 0.360 0.250 -0.231 0.418 0.419 0.487 0.381 0.477 -0.064

Entry 6:
The following is a DFT calculation (ωB97M-V/def2-TZVPD) of 2 unconnected molecules or ions with the total composition C6H5BrClN4 in a non-equilibrium geometry.

Element x y z (Å)
C -1.248 0.879 -1.987
C -0.050 0.317 -1.546
C -0.992 0.263 0.619
C -2.178 0.814 0.110
C 1.085 -0.496 0.524
C -0.520 -0.186 1.973
N -2.260 1.108 -1.179
N 0.825 -0.637 1.729
N 0.024 0.035 -0.246
N 3.624 -1.105 -0.756
Cl -3.501 1.114 1.117
Br -1.639 -1.662 2.664
H -1.388 1.154 -3.022
H 0.806 0.104 -2.171
H -0.525 0.579 2.754
H 4.132 -0.325 -0.349
H 3.804 -1.959 -0.234

Computed properties:
DFT total energy = -94815.757 eV
HOMO level (alpha / beta) = -14.20 / -14.32 eV
charge = +1
multiplicity = 3

Need the natural (NBO) charges? In units of e they are: 0.048 0.060 0.173 0.174 0.567 -0.163 -0.307 -0.385 -0.324 -0.594 0.163 0.142 0.251 0.278 0.293 0.310 0.316

multiplicity of number 2 (C10H13O2)? 1